The following is a DFT calculation (the ωB97M-V functional and the def2-TZVPD basis) of a single C14H19Cl2NO2 molecule.

The calculation puts the HOMO-LUMO gap at 8.70 eV. Its structure (SMILES) is ClCCN(CCCl)c1ccc(C2OCCCO2)cc1. Its energy above the lowest of the compared OMol25 structures with the same formula, charge and spin is 171.4 kJ/mol. As for the HOMO energy: -7.92 eV. As for the LUMO energy: 0.785 eV.

ORCA input file:
```
! RIJCOSX wB97M-V def2-TZVPD def2/J DEFGRID3
* xyz 0 1
Cl -0.833 -4.059 -4.675
C -1.043 -2.538 -3.698
C -1.907 -2.714 -2.411
N -2.026 -1.384 -1.756
C -3.368 -0.710 -1.866
C -4.177 -0.691 -0.581
Cl -5.166 -2.196 -0.491
C -1.016 -0.857 -0.931
C 0.155 -1.561 -0.606
C 1.104 -0.994 0.268
C 0.951 0.295 0.850
C 2.016 0.897 1.787
O 1.395 1.903 2.594
C 2.327 2.471 3.527
C 3.423 3.152 2.747
C 4.049 2.112 1.874
O 3.074 1.481 1.033
C -0.145 1.023 0.398
C -1.127 0.471 -0.450
H -0.038 -2.214 -3.375
H -1.448 -1.696 -4.270
H -1.431 -3.446 -1.742
H -2.910 -3.076 -2.664
H -3.109 0.310 -2.170
H -3.950 -1.126 -2.679
H -3.551 -0.630 0.283
H -4.874 0.174 -0.571
H 0.380 -2.547 -0.948
H 1.995 -1.584 0.471
H 2.426 0.107 2.413
H 1.808 3.202 4.113
H 2.738 1.716 4.191
H 4.188 3.519 3.414
H 3.032 4.018 2.178
H 4.769 2.619 1.242
H 4.523 1.361 2.485
H -0.266 2.060 0.736
H -1.969 1.130 -0.719
*
```

Löwdin population analysis, charges in e, atoms 1 to 6: 0.505, -0.556, -0.222, -0.099, -0.242, -0.547

=====

The following is a DFT calculation (the ωB97M-V functional and the def2-TZVPD basis) of a molecular structure, C4H18AgO15P2.

The calculation puts the HOMO-LUMO gap (alpha / beta) at 4.10 / 4.07 eV. As for the HOMO energy (alpha / beta): 4.87 / 4.90 eV. As for the LUMO energy (alpha / beta): 8.971 / 8.971 eV. As for the expectation value of S²: 0.757.

ORCA input file:
```
! RIJCOSX wB97M-V def2-TZVPD def2/J DEFGRID3
* xyz -4 2
Ag -0.897 -0.351 1.131
P -3.254 -0.184 2.676
O -2.971 -0.983 1.341
O -1.829 0.328 2.969
O -3.810 -1.036 3.842
O -4.045 1.128 2.389
P 1.081 1.223 -0.026
O 1.189 0.339 1.239
O -0.472 1.499 -0.128
O 1.463 0.374 -1.240
O 1.902 2.513 0.206
O -0.257 -2.430 2.292
H 0.658 -2.488 2.590
H -0.770 -2.907 2.952
O -2.161 2.998 1.476
H -2.773 2.273 1.712
H -1.543 2.601 0.842
O 0.103 -1.757 -0.484
H 0.730 -2.482 -0.448
H 0.640 -0.985 -0.776
C 4.349 -0.112 0.504
C 4.046 -1.467 1.142
O 2.674 -1.764 1.261
O 4.004 -0.118 -0.847
H 5.432 0.033 0.607
H 3.859 0.645 1.124
H 4.605 -1.689 2.061
H 4.459 -2.184 0.419
H 2.053 -0.977 1.294
H 3.016 -0.081 -0.957
C -1.796 0.203 -2.907
C -2.692 0.900 -3.932
O -2.637 2.291 -3.717
O -2.342 0.364 -1.607
H -0.801 0.658 -2.860
H -1.632 -0.872 -3.034
H -3.692 0.477 -4.050
H -2.229 0.633 -4.897
H -1.954 2.466 -3.060
H -1.707 0.920 -1.098
*
```

Löwdin population analysis, charges in e, atoms 1 to 6: 0.944, -0.103, -0.455, -0.415, -0.541, -0.495

=====

The following is a DFT calculation (the ωB97M-V functional and the def2-TZVPD basis) of a molecular structure, C35H29GeMnN8SSe.

The calculation puts the HOMO-LUMO gap (alpha / beta) at 6.58 / 6.67 eV. As for the HOMO energy (alpha / beta): -10.83 / -10.83 eV. As for the LUMO energy (alpha / beta): -4.248 / -4.160 eV. As for the expectation value of S²: 0.797.

ORCA input file:
```
! RIJCOSX wB97M-V def2-TZVPD def2/J DEFGRID3
* xyz 1 2
Mn 0.935 -0.968 -0.150
C 1.126 -5.239 -0.736
C 1.066 -3.751 -0.826
N 1.324 -2.921 0.111
N 1.640 -3.352 1.366
C 1.827 -2.403 2.309
N 1.894 -2.834 3.557
S 2.036 -0.763 1.886
C 0.655 -3.089 -2.083
C 0.438 -3.805 -3.245
C 0.061 -3.127 -4.397
C -0.085 -1.756 -4.344
C 0.151 -1.105 -3.142
N 0.512 -1.745 -2.033
H 1.283 -5.610 0.273
H 1.934 -5.614 -1.367
H 0.190 -5.666 -1.096
H 1.296 -4.263 1.662
H 1.638 -3.784 3.799
H 2.012 -2.159 4.295
H 0.565 -4.878 -3.257
H -0.114 -3.669 -5.316
H -0.382 -1.182 -5.210
H 0.032 -0.033 -3.065
C -3.250 0.438 -3.882
C -2.503 1.601 -3.775
C -1.757 1.845 -2.630
C -1.741 0.922 -1.582
C -2.508 -0.240 -1.698
C -3.261 -0.477 -2.838
Ge -0.647 1.307 -0.023
C -1.550 0.981 1.661
C -0.903 0.987 2.894
C -1.614 0.737 4.059
C -2.977 0.481 4.002
C -3.635 0.505 2.782
C -2.926 0.756 1.615
C 0.003 3.144 -0.020
C 0.650 3.756 -1.095
C 1.070 5.073 -1.015
C 0.853 5.803 0.147
C 0.193 5.218 1.213
C -0.237 3.900 1.129
H -3.839 0.252 -4.771
H -2.511 2.328 -4.577
H -1.200 2.770 -2.550
H -2.518 -0.967 -0.900
H -3.861 -1.376 -2.909
H 0.159 1.181 2.956
H -1.104 0.747 5.014
H -3.528 0.265 4.908
H -4.697 0.307 2.734
H -3.458 0.771 0.671
H 0.853 3.200 -2.003
H 1.575 5.529 -1.857
H 1.195 6.827 0.214
H 0.007 5.787 2.116
H -0.763 3.464 1.969
N -0.787 -1.669 0.664
C -1.392 -2.338 1.393
C -2.001 -3.253 2.236
C -1.121 -4.296 2.595
N -0.328 -5.127 2.753
C -3.295 -3.060 2.773
N -4.357 -2.895 3.187
Se 1.985 0.719 -1.227
C 3.103 1.881 -0.193
C 4.238 2.364 -0.828
C 5.061 3.233 -0.127
N 4.815 3.644 1.113
C 3.719 3.179 1.703
C 2.835 2.294 1.101
H 4.482 2.079 -1.843
H 5.960 3.624 -0.591
H 3.529 3.531 2.711
H 1.946 1.984 1.632
*
```

Löwdin population analysis, charges in e, atoms 1 to 6: 0.004, 0.018, -0.207, -0.022, 0.039, -0.733